No. 1
{"formula": "C20H22N2O5", "method": "the ωB97M-V functional and the def2-TZVPD basis", "elements": ["C", "O", "C", "C", "C", "C", "C", "C", "N", "C", "O", "C", "C", "C", "C", "N", "C", "O", "C", "O", "C", "O", "C", "C", "C", "C", "C", "H", "H", "H", "H", "H", "H", "H", "H", "H", "H", "H", "H", "H", "H", "H", "H", "H", "H", "H", "H", "H", "H"], "xyz": [[5.04223, 2.94574, 1.17973], [4.63269, 1.68649, 0.70684], [5.59983, 0.80965, 0.26917], [6.95603, 1.07932, 0.23462], [7.84429, 0.12009, -0.23201], [7.38159, -1.10628, -0.66459], [6.02592, -1.39018, -0.63467], [5.12642, -0.44344, -0.16976], [3.74700, -0.64594, -0.10839], [3.02795, -1.76074, -0.42096], [3.50953, -2.80714, -0.80618], [1.55649, -1.59481, -0.22852], [0.81396, -2.72087, 0.11754], [-0.55160, -2.65006, 0.30340], [-1.20776, -1.43542, 0.12136], [-2.58589, -1.28432, 0.28598], [-3.50575, -2.19777, 0.68039], [-3.28998, -3.34865, 0.97750], [-4.92509, -1.62987, 0.74950], [-4.99844, -0.30675, 0.23075], [-6.19607, 0.09834, -0.23573], [-7.17372, -0.59615, -0.21494], [-6.13210, 1.50009, -0.81742], [-5.09467, 2.37868, -0.12180], [-7.52179, 2.13224, -0.77725], [-0.47435, -0.30968, -0.25303], [0.89302, -0.38582, -0.42212], [4.12926, 3.46003, 1.47704], [5.70317, 2.85284, 2.04700], [5.54479, 3.52431, 0.39829], [7.33704, 2.03171, 0.56773], [8.89976, 0.34518, -0.25229], [8.07288, -1.85078, -1.02766], [5.65352, -2.34438, -0.96671], [3.24918, 0.14866, 0.26880], [1.33286, -3.65899, 0.24118], [-1.11488, -3.52412, 0.58330], [-2.94907, -0.36022, 0.08739], [-5.24694, -1.63461, 1.79786], [-5.60373, -2.28796, 0.19515], [-5.83762, 1.36675, -1.86678], [-4.09131, 1.98205, -0.25028], [-5.12422, 3.38010, -0.54460], [-5.30665, 2.44841, 0.94246], [-7.52836, 3.06489, -1.33494], [-8.25293, 1.45512, -1.20983], [-7.81248, 2.33716, 0.25034], [-0.98455, 0.63007, -0.41498], [1.43054, 0.49700, -0.73785]], "atomic_forces_ev_per_a": [[0.0390, 0.2672, 0.1040], [0.0756, -0.5653, -0.2337], [-0.0581, -0.0708, -0.0233], [-0.1750, 0.1735, 0.0874], [0.0813, -0.1200, -0.0542], [0.1356, 0.1557, 0.0444], [-0.0930, -0.0724, -0.0164], [0.2133, 0.0634, -0.0233], [-0.1206, 0.4967, 0.1563], [-0.0708, 0.0797, 0.0210], [0.0687, -0.1128, 0.0184], [-0.2587, -0.1270, -0.0351], [0.2043, 0.2411, -0.0810], [-0.1263, -0.1032, 0.0418], [0.3698, -0.1053, -0.0264], [0.0034, 0.5253, -0.1529], [-0.3970, 0.4509, -0.0717], [-0.0776, -0.1947, 0.0871], [-0.3325, -0.6342, 0.1423], [0.3671, 0.0091, 0.0969], [-0.2126, 0.2048, -0.2780], [0.0000, -0.0542, 0.0916], [-0.0926, 0.0967, 0.1085], [-0.0285, -0.1242, -0.1850], [0.1168, -0.2296, -0.1412], [-0.1129, -0.0523, 0.0522], [0.0425, -0.1643, 0.0505], [0.1021, 0.0101, -0.0052], [-0.0159, -0.0062, -0.0498], [-0.0101, -0.0405, 0.0344], [-0.0197, 0.0951, 0.0381], [0.0877, 0.0183, -0.0016], [0.0554, -0.0723, -0.0338], [-0.0288, -0.0140, 0.0004], [-0.0312, -0.2200, -0.0265], [0.0343, -0.0860, -0.0016], [-0.0083, -0.0184, 0.0149], [0.0064, -0.2238, 0.0395], [0.0711, -0.0086, -0.1622], [0.2242, 0.0829, 0.1186], [-0.0037, -0.0421, 0.0772], [0.0987, 0.0434, 0.0410], [0.0118, 0.0827, -0.0122], [0.0079, 0.0379, 0.1196], [0.0133, 0.0960, -0.0234], [-0.0923, 0.0298, -0.0071], [-0.0593, 0.0383, 0.1071], [-0.0496, 0.0903, -0.0216], [0.0450, 0.0733, -0.0260]], "energy_ev": -34316.102, "relative_energy_kj_mol": 118.8, "homo_ev": -8.168, "orbital_gap_ev": 8.582, "lumo_ev": 0.4}

---

No. 2
{"formula": "C3H5FN2S2", "method": "the ωB97M-V functional and the def2-TZVPD basis", "elements": ["C", "C", "C", "H", "H", "H", "H", "H", "N", "N", "F", "S", "S"], "xyz": [[-0.17240, -0.26177, 1.35474], [-1.09700, 0.18949, 0.52357], [-0.97272, 0.58629, -0.96139], [1.57950, -0.42885, 1.94814], [1.44647, 0.36999, 0.34931], [-0.61020, -0.78609, 2.18447], [0.64498, 1.13512, -2.14221], [1.22958, -1.46610, -0.31640], [1.17908, -0.27611, 1.08746], [0.16217, 0.19629, -1.51674], [-2.32598, 0.39008, 1.21946], [-2.05652, 1.62876, -1.72197], [0.99303, -1.27710, -2.00844]], "atomic_forces_ev_per_a": [[-0.4101, -0.1479, -1.2125], [-2.5429, 0.8988, -1.2408], [-3.3332, 1.2212, 2.5843], [2.5009, 0.0673, 1.5101], [0.5448, 0.0611, 0.7740], [0.5817, 0.2983, 0.8881], [-2.3137, -3.8569, 2.0477], [0.1777, -0.0687, -3.0721], [-2.0723, -0.9936, -1.7548], [5.2540, 3.5523, -4.3298], [1.3697, -0.5207, -1.8567], [1.0343, -0.9475, 0.9601], [-0.7907, 0.4364, 4.7023]], "energy_ev": -30555.929, "relative_energy_kj_mol": 386.5, "homo_ev": -8.325, "orbital_gap_ev": 7.692, "lumo_ev": -0.6}

---

No. 3
{"formula": "C40H95N7", "method": "the ωB97M-V functional and the def2-TZVPD basis", "elements": ["C", "C", "C", "N", "C", "H", "H", "H", "H", "H", "C", "C", "N", "C", "C", "C", "C", "H", "H", "H", "H", "H", "H", "H", "H", "H", "H", "H", "H", "H", "H", "H", "C", "C", "N", "C", "C", "C", "C", "H", "H", "H", "H", "H", "H", "H", "H", "H", "H", "H", "H", "H", "H", "H", "C", "C", "N", "C", "C", "C", "C", "H", "H", "H", "H", "H", "H", "H", "H", "H", "H", "H", "H", "H", "H", "H", "C", "C", "N", "C", "C", "C", "C", "H", "H", "H", "H", "H", "H", "H", "H", "H", "H", "H", "H", "H", "H", "H", "C", "C", "N", "C", "C", "C", "C", "H", "H", "H", "H", "H", "H", "H", "H", "H", "H", "H", "H", "H", "H", "H", "C", "C", "N", "C", "C", "C", "C", "H", "H", "H", "H", "H", "H", "H", "H", "H", "H", "H", "H", "H", "H", "H"], "xyz": [[1.10736, 1.55316, -0.91625], [1.15631, 0.16481, -1.14087], [-0.07261, -0.38098, -0.88504], [-0.90962, 0.67986, -0.62752], [-0.20447, 1.85534, -0.60714], [1.95915, 2.20892, -0.98964], [2.04539, -0.37394, -1.43715], [-0.46591, -1.37197, -1.01863], [-1.90988, 0.53714, -0.51789], [-0.81495, 2.71703, -0.38673], [-1.04236, 4.70774, 2.22233], [0.43122, 5.07832, 2.51012], [0.81988, 4.85724, 3.89671], [0.99119, 3.42494, 4.18802], [1.38837, 3.16537, 5.63144], [2.00359, 5.65954, 4.20061], [3.28926, 5.29432, 3.43373], [-1.78630, 5.10546, 2.90863], [-1.14250, 3.62196, 2.16170], [-1.22312, 5.08548, 1.21182], [1.01655, 4.43613, 1.83676], [0.53547, 6.11665, 2.20210], [1.78376, 3.03614, 3.53642], [0.10022, 2.83077, 3.98281], [0.66255, 3.57526, 6.34051], [2.28508, 3.72905, 5.89518], [1.51774, 2.10387, 5.82985], [1.66980, 6.69779, 4.09233], [2.17824, 5.70554, 5.28129], [4.19735, 5.87269, 3.62620], [3.49972, 4.24511, 3.62202], [3.17895, 5.54231, 2.37406], [1.08745, -3.68353, -2.32779], [0.61547, -5.10276, -2.67647], [-0.05661, -5.22990, -4.00094], [-0.59076, -6.59252, -4.08437], [0.45941, -7.67393, -3.84526], [-1.17453, -4.25008, -4.02937], [-1.75803, -4.15475, -5.44136], [0.28808, -3.01747, -2.02276], [1.67479, -3.21182, -3.11885], [1.80378, -3.75507, -1.50408], [1.52946, -5.69163, -2.71598], [-0.04007, -5.42048, -1.85375], [-1.47720, -6.69241, -3.43761], [-0.95818, -6.72211, -5.10554], [1.40981, -7.43965, -4.32644], [0.65177, -7.81511, -2.78341], [0.11287, -8.59246, -4.31885], [-0.85953, -3.27737, -3.67637], [-1.95545, -4.65050, -3.36191], [-1.00478, -3.78559, -6.13500], [-2.55658, -3.40861, -5.44423], [-2.16120, -5.12737, -5.70625], [-1.59209, -3.28312, 0.74779], [-2.59893, -4.10976, 1.53954], [-2.29777, -4.12578, 2.97842], [-1.15753, -5.06402, 3.21741], [-1.27989, -6.53246, 2.77204], [-3.48187, -4.62471, 3.70092], [-4.63687, -3.57874, 3.56643], [-1.35193, -2.35113, 1.26328], [-2.01626, -3.15862, -0.24656], [-0.62500, -3.79491, 0.76349], [-3.58510, -3.66783, 1.37920], [-2.63472, -5.11558, 1.10387], [-0.22570, -4.61880, 2.87011], [-1.12585, -5.07815, 4.31166], [-0.52357, -7.12973, 3.27508], [-2.27933, -6.94620, 2.89066], [-1.11768, -6.64156, 1.69428], [-3.35955, -4.67282, 4.77893], [-3.83578, -5.56873, 3.28447], [-5.06206, -3.48813, 4.57769], [-5.49773, -3.97048, 3.02066], [-4.44435, -2.53101, 3.34905], [-5.38370, -1.27854, 0.61880], [-4.01056, -0.80102, 0.11283], [-3.94168, 0.64250, -0.16559], [-4.61417, 1.03120, -1.39480], [-3.91473, 0.52504, -2.65602], [-4.41354, 1.42503, 0.98333], [-3.98213, 2.88766, 0.86858], [-5.58932, -0.98105, 1.64601], [-5.44652, -2.37102, 0.62643], [-6.19477, -0.99314, -0.05281], [-3.23188, -1.10297, 0.81038], [-3.84908, -1.32775, -0.82656], [-5.65601, 0.67479, -1.43411], [-4.58868, 2.11435, -1.47489], [-3.00406, 1.10247, -2.83807], [-3.63623, -0.52491, -2.70489], [-4.58023, 0.77476, -3.48753], [-3.85700, 1.04610, 1.84255], [-5.49894, 1.35106, 1.11257], [-4.01719, 3.41939, 1.82134], [-4.40719, 3.53361, 0.10378], [-2.90298, 2.85675, 0.67495], [4.87891, 4.82421, -6.21732], [4.31740, 3.67878, -5.39810], [2.85954, 3.58191, -5.56008], [2.15272, 4.73594, -5.00433], [2.34522, 5.02908, -3.49586], [2.43714, 2.31425, -4.93940], [0.93744, 2.16265, -4.76277], [5.93287, 5.01484, -6.00139], [4.41692, 5.79610, -6.02771], [4.72242, 4.65044, -7.28312], [4.68791, 2.71043, -5.74297], [4.69125, 3.77879, -4.36702], [1.08958, 4.49571, -5.07350], [2.30012, 5.65516, -5.56466], [3.34256, 5.44627, -3.34678], [2.35755, 4.10102, -2.91499], [1.47640, 5.58779, -3.15828], [2.91916, 1.54002, -5.54196], [2.87737, 2.11485, -3.94874], [0.32189, 2.30941, -5.65134], [0.62126, 1.14525, -4.49165], [0.58055, 2.68246, -3.87170], [3.65621, 0.90441, 5.37441], [2.56097, 0.48270, 4.40541], [3.03329, 0.44979, 3.02158], [3.61861, 1.67994, 2.53795], [4.37793, 1.56154, 1.20459], [2.03958, -0.13818, 2.12945], [1.71068, -1.59268, 2.44533], [4.63496, 0.44410, 5.22695], [3.40644, 0.53973, 6.37813], [3.79262, 1.98299, 5.45227], [2.29877, -0.55333, 4.61847], [1.66529, 1.09880, 4.57952], [2.88822, 2.50488, 2.42371], [4.27977, 2.10806, 3.29298], [3.91641, 0.86177, 0.51110], [4.35579, 2.55221, 0.75127], [5.39262, 1.18554, 1.33544], [2.42201, -0.16299, 1.11604], [1.11803, 0.46058, 2.19623], [2.53035, -2.11850, 2.94000], [1.25471, -2.13532, 1.62116], [0.94533, -1.60933, 3.23572]], "atomic_forces_ev_per_a": [[-0.4163, 0.4064, -0.0538], [0.8295, -0.7283, 0.0805], [-0.3254, 1.0536, -0.7090], [0.3379, -1.0509, 0.2218], [-0.7658, -0.6306, -0.0627], [-0.1393, 0.2087, 0.0352], [-0.0563, -0.0759, 0.0777], [0.0477, -0.0504, 0.1496], [-0.1457, 0.6820, 0.2525], [0.6133, 0.4270, -0.0302], [0.7441, -0.2929, -0.5480], [-1.3141, -0.8073, 0.0452], [-0.0051, 0.0702, 0.0305], [0.5813, 0.2618, 0.1928], [-0.2430, 0.9581, 0.6403], [0.0828, 0.9810, 0.8764], [-0.2507, 0.6700, -0.2992], [0.1919, 0.1643, 0.1366], [-0.1611, 0.0163, 0.1521], [-0.3625, -0.0387, 0.0439], [0.2425, 0.2338, -0.1758], [0.4359, 0.1132, 0.3443], [-0.3670, -0.1171, 0.1653], [-0.2565, 0.3774, -0.2491], [-0.3333, -0.1783, -0.2274], [0.2879, -0.4287, -0.1263], [-0.0422, 0.5303, 0.2907], [0.3177, 0.0119, -0.7501], [0.1174, -0.7027, -0.0333], [-0.2540, 0.0552, 0.8938], [0.2253, -0.0220, -0.3793], [-0.3433, -0.7297, -0.1481], [0.5284, -0.2103, 0.0201], [0.4180, 1.0145, -0.6510], [-0.0044, 0.7699, 1.6301], [0.2252, 0.2622, -1.0277], [-0.2120, 0.0740, -0.0804], [-0.0297, -1.2368, -0.8190], [-0.0076, 0.5780, 0.7514], [-0.0178, 0.0388, -0.0022], [-0.3110, -0.0777, -0.2813], [-0.2431, -0.0400, 0.2003], [-0.2301, -0.3763, 0.1801], [-0.0221, -0.3757, -0.0090], [0.1525, -0.2196, 0.2650], [-0.0453, -0.0258, 0.0433], [-0.0654, 0.2471, -0.0435], [-0.0212, -0.2649, -0.0300], [-0.0298, -0.1690, 0.3441], [0.1676, 0.0515, -0.0271], [-0.1271, 0.3735, 0.1935], [0.0738, -0.3636, -0.1401], [-0.1554, -0.1871, -0.0291], [-0.0246, 0.1159, -0.4629], [0.3308, -0.5564, 0.8751], [-0.0239, 0.7029, 0.0394], [0.2811, -1.6003, -0.4687], [-0.6618, 0.2272, 1.2414], [-0.0846, 0.5183, -1.1230], [-0.7736, 2.1365, -0.8710], [-1.1071, -0.7747, 1.5339], [-0.4918, 0.2571, -0.2447], [0.5117, 0.2390, -0.2021], [-0.0689, -0.1396, -0.6300], [-0.0058, -0.0411, 0.1811], [-0.1306, -0.1289, 0.0922], [-0.0475, 0.0127, -0.1131], [0.4514, -0.0009, -0.0182], [-0.1375, -0.1071, 0.1198], [0.0458, -0.0722, 0.5721], [0.2928, 0.0692, 0.0404], [0.8801, -0.5016, -0.0781], [-0.0337, -0.2447, 0.2382], [-0.0137, -0.0624, -0.0510], [0.2488, 0.2755, -0.5241], [0.6387, -0.2371, -0.6447], [0.0563, -0.6204, 0.0241], [-1.1504, -0.0605, -0.3170], [0.0981, -0.0951, 0.3405], [0.2591, -0.7981, -0.4938], [0.1370, 0.8249, -0.4051], [0.5011, 0.7044, -0.4602], [1.2392, 0.1198, 0.2662], [-0.1202, 0.2625, -0.0982], [0.3100, -0.0104, 0.0006], [0.0073, 0.3694, 0.1534], [0.1111, 0.1837, 0.0827], [0.3493, 0.0006, -0.0036], [-0.0502, 0.2516, 0.2291], [-0.2945, 0.0461, 0.1853], [0.0738, -0.1036, 0.1306], [-0.2845, -0.1009, 0.1533], [0.0929, -0.3162, -0.1026], [-0.4546, -0.2128, 0.2217], [0.0255, -0.1813, 0.2201], [-0.4803, -0.1258, 0.0537], [-0.4072, -0.2897, -0.0317], [-0.0652, 0.0680, -0.2066], [0.2345, 0.4188, -0.3586], [-0.1925, 0.2104, -0.5010], [0.4517, 0.2450, 1.0844], [-1.0704, -0.4664, 0.9745], [0.6267, -0.9717, -0.6693], [0.0228, -0.2656, -0.0521], [-0.6457, -1.2631, 0.2188], [0.0699, -0.3728, -0.1912], [-0.2890, -0.2002, 0.3080], [0.2243, -0.1016, 0.0010], [0.3315, 0.1633, -0.1505], [-0.4813, -0.0494, 0.1991], [0.0494, 0.1605, -0.4659], [0.2605, -0.1391, -0.2771], [-0.3605, 0.6472, 0.3801], [-0.1701, -0.0666, -0.1214], [0.4263, 0.5589, 0.2359], [-0.5091, -0.1740, -0.2575], [0.1156, 0.5029, 0.1607], [0.2006, 0.7469, -0.0238], [0.7589, -0.2178, -0.0285], [-0.0890, 0.5872, -0.3874], [0.1161, -0.2468, 0.9619], [0.8822, -0.5960, -0.4002], [0.2257, -0.3459, 0.0410], [-0.1667, 0.5829, -0.5142], [-0.1794, -0.1894, 0.4248], [0.2208, -0.2050, 0.0614], [-0.8711, 0.1610, 1.7135], [-0.1142, -0.0224, -0.6637], [-0.2849, 0.3017, 0.0002], [0.0022, -0.0532, -0.0857], [-0.1447, 0.0588, 0.2554], [0.2046, -0.5011, -0.5678], [-0.0838, -0.5101, -0.4056], [0.2430, -0.3889, 0.0597], [-0.2436, 0.1467, -0.0163], [0.3909, -0.0641, -0.1851], [0.0999, 0.2664, 0.1030], [-0.0907, 0.5603, -0.0278], [-0.1147, 0.0065, -0.5097], [0.3190, -0.0913, -0.6682], [0.3794, 0.0074, -0.2647], [-0.1028, -0.0642, -0.1593]], "energy_ev": -53447.861, "homo_ev": -7.864, "orbital_gap_ev": 8.476, "lumo_ev": 0.6}